Entry 1:
# C46H43N5O8PSV

A structure of composition C46H43N5O8PSV (ωB97M-V/def2-TZVPD, the Open Molecules 2025 dataset).

As for the expectation value of S²: 2.027. The calculation puts the energy above the lowest of the compared OMol25 structures with the same formula, charge and spin at 159.9 kJ/mol. For the LUMO energy (alpha / beta), the calculation gives -0.009 / -0.012 Ha.

Geometry as ORCA input:
```
! RIJCOSX wB97M-V def2-TZVPD def2/J DEFGRID3
* xyz 0 3
H -1.24 -3.04 -3.14
H -1.53 -2.36 0.15
O 2.96 -7.43 -0.84
C 1.71 -2.01 -1.89
C -4.19 -1.08 -5.13
C 0.61 0.85 -3.50
H 1.59 0.40 5.57
H 3.22 3.68 -0.69
C 1.18 -0.91 1.51
C 1.46 -4.41 -1.78
C -2.97 -1.55 -3.01
H -1.43 0.73 -5.00
H 2.05 -4.06 4.31
H 3.62 0.40 -1.30
H -4.27 2.40 -2.94
H -1.06 0.64 2.43
N 3.57 -6.59 2.65
C 0.33 2.20 -3.57
C 3.11 -5.86 3.70
H 2.76 -1.89 2.54
H 3.18 -3.40 -1.27
V -1.02 0.88 -0.21
C -2.58 5.18 4.67
C 2.06 -4.40 2.16
H -4.94 -2.23 -3.49
H -3.17 -0.81 -0.67
C 2.26 1.13 -5.20
C 2.39 -4.71 3.52
C -3.79 1.18 0.08
C -0.51 -2.20 0.59
C -3.72 3.06 4.63
H -0.98 5.43 3.19
H 2.98 0.62 -5.89
O -1.19 1.39 1.86
N -4.54 2.17 -2.01
H -2.95 -2.07 -2.06
C 1.61 1.18 4.86
H 1.51 3.73 -1.13
P -0.44 -0.26 -2.49
C 1.01 3.02 -4.47
H 2.38 3.13 -6.07
H -3.17 0.26 -6.53
C 2.21 -3.27 -1.64
H 2.08 3.47 0.68
C -2.01 -0.58 -3.40
H -3.46 1.90 0.79
O -0.12 4.62 1.16
H -4.47 2.43 5.04
C 1.85 -1.97 1.98
C 2.61 3.30 4.10
C 0.52 2.45 3.14
O 5.10 -7.83 0.38
H -0.24 0.62 4.15
C 1.37 -3.21 1.68
C -2.14 0.04 -4.66
H -4.02 4.70 6.03
C 3.21 -6.17 1.46
C 2.28 1.83 -0.66
C -0.37 -3.04 -2.58
O 1.30 1.03 -0.52
H -3.03 -0.62 1.11
H 3.40 2.16 5.69
C 0.39 -1.90 -2.42
C -3.45 1.76 -1.25
H 1.80 -0.75 -4.24
C 1.55 3.44 3.19
C -0.54 3.51 1.03
H -5.07 -1.33 -5.64
H 4.32 1.88 -0.97
H -3.08 1.67 3.21
O -0.77 2.88 -0.05
C 0.14 -4.33 -2.21
O 4.55 -5.62 -0.57
H -4.86 1.08 0.13
C -3.49 4.34 5.20
H 1.89 -5.41 -1.64
O -2.34 1.90 -1.71
C -1.78 3.42 3.14
H -0.46 2.56 -2.99
C -3.21 -0.21 -5.57
H 1.51 0.08 1.73
C -2.91 2.66 3.52
H 3.44 4.07 4.21
H -5.45 1.76 -1.80
N 0.02 -0.96 0.81
H 2.27 -1.14 -1.55
H 3.34 -6.21 4.67
C -4.09 -1.64 -3.82
C -2.95 -0.11 0.17
C 2.26 3.27 -0.45
C 0.14 -3.28 1.08
H -0.25 -4.25 0.87
C 1.92 2.47 -5.32
H -0.48 -5.16 -2.50
C 1.62 0.33 -4.26
S 4.09 -6.90 -0.02
H 0.72 4.05 -4.62
C -1.77 4.77 3.61
H 1.33 4.36 2.66
C -0.72 2.63 2.31
H -2.55 6.26 4.91
N 2.39 -5.19 1.16
C 2.59 2.22 4.98
C 0.56 1.36 3.98
N 3.46 1.37 -1.08
*
```

Mulliken population analysis, charges in e, atoms 1 to 99: H 1.0175; H -0.0393; O -0.7120; C 0.2563; C -0.8028; C 0.3238; H 0.5373; H 0.7265; C -0.5960; C -0.5890; C -0.5777; H 0.5234; H 0.4975; H 0.2159; H 0.2823; H 0.0523; N -0.5215; C -0.3548; C -0.4603; H 0.7437; H 0.7613; V 1.8413; C -0.7668; C -1.3499; H 0.4324; H 0.3032; C -0.6527; C -0.6898; C 0.1181; C -0.5981; C -1.0244; H 0.3110; H 0.3619; O -0.7874; N -0.4391; H 0.4194; C -1.1802; H 0.0592; P 2.1429; C -0.8604; H 0.3577; H 0.5176; C -0.6171; H -0.0535; C 1.1956; H -0.3653; O -0.7010; H 0.4705; C -1.1529; C -0.9840; C 0.9785; O -0.6492; H 0.4760; C 1.9451; C -1.0124; H 0.4562; C -0.0082; C 0.0162; C -0.7288; O 0.6953; H 0.5383; H 0.4070; C 0.1160; C 0.2297; H 0.3847; C -0.5844; C -0.8942; H 0.4389; H 0.2129; H 0.3565; O -0.2432; C -1.3823; O -0.6687; H 0.8054; C -0.4703; H 0.4832; O -0.2158; C -0.2829; H 0.7115; C -0.9274; H 0.3186; C -0.4902; H 0.3239; H 0.2507; N 1.1803; H -0.4631; H 0.4484; C -1.0319; C -1.4007; C -1.0741; C -0.7632; H 0.5571; C -0.6318; H 0.5157; C -0.8521; S 1.1764; H 0.4676; C -0.1955; H 0.5271

Entry 2:
# C46H44BrN8OPbSi

A structure of composition C46H44BrN8OPbSi (ωB97M-V/def2-TZVPD, the Open Molecules 2025 dataset).

The calculation puts the energy above the lowest of the compared OMol25 structures with the same formula, charge and spin at 53.6 kJ/mol. For the LUMO energy, the calculation gives 0.078 Ha.

Geometry as ORCA input:
```
! RIJCOSX wB97M-V def2-TZVPD def2/J DEFGRID3
* xyz -1 1
C -3.30 2.49 0.81
C -0.32 -4.15 -2.85
C 0.80 3.63 -3.30
C -1.06 -3.07 1.67
C 0.79 -2.25 -1.94
H -0.84 -0.89 3.19
Si -0.98 1.54 -2.40
H 1.12 3.81 -0.39
H -1.86 -2.04 -6.82
C 0.38 -0.39 -5.89
C 1.33 -2.61 1.39
N -0.35 -1.73 -1.51
C -0.70 5.73 -2.31
C -0.53 -3.66 -7.32
C 3.64 -2.12 0.94
H -0.29 -5.13 -3.31
C -1.66 1.34 -5.20
C 4.90 1.04 -1.25
N -3.04 -5.45 -3.31
N -2.31 1.86 1.42
H -2.15 1.36 -7.29
C -3.91 -3.79 -1.90
H -4.77 4.02 1.48
H -2.86 -3.25 -4.92
C 0.50 5.99 -2.97
N -2.42 -5.83 -4.33
C -3.27 3.24 2.89
C 1.69 -3.93 1.62
C -1.51 -2.38 -1.76
H 5.02 -3.71 1.26
C 3.00 -4.37 1.51
N -2.30 2.32 2.67
H -2.00 -2.50 1.66
N 0.04 -2.13 1.75
C 1.81 2.14 2.41
C 3.98 -3.43 1.24
H 0.08 3.76 1.03
C -0.81 0.88 -4.19
C 2.71 1.88 0.24
H 0.87 2.26 2.96
H 2.20 1.14 2.58
H 3.58 3.82 0.10
H 0.92 -4.63 1.92
C 3.69 2.78 -0.16
H 0.83 7.01 -3.11
C -3.94 3.37 1.70
C 4.81 2.36 -0.86
C -2.08 -3.72 -5.50
C -1.68 -5.02 -5.18
C -0.66 -5.61 -5.95
H 0.13 -2.22 3.88
Br 0.22 -2.75 -8.81
H -1.10 -3.78 2.52
H -4.82 -4.37 -1.95
C 0.21 0.00 -4.57
H 3.25 -5.41 1.68
N 1.92 -0.42 0.47
C -1.13 4.42 -2.16
C 1.25 4.94 -3.47
H -0.32 -6.61 -5.70
C -0.08 -4.92 -7.00
H -1.29 6.55 -1.92
C 2.29 -1.67 0.88
H 3.97 -0.89 -1.25
C -1.49 0.96 -6.53
H -2.46 1.80 -2.37
H 1.18 -1.07 -6.16
H 5.73 0.70 -1.85
C -2.81 -4.29 -2.62
C 3.92 0.13 -0.88
H 0.88 -0.38 -3.81
C 0.07 -1.49 3.06
H 5.60 3.06 -1.10
H -1.00 -3.63 0.74
C -2.72 -1.78 -1.19
H 2.18 5.13 -3.99
C -0.47 0.09 -6.88
H -3.51 2.26 -0.22
H 1.69 -1.69 -1.72
C 2.85 0.48 -0.04
H 2.53 2.87 2.80
H -3.41 3.71 3.85
C -0.40 3.34 -2.65
H -1.64 1.95 3.33
O -2.71 -0.65 -0.64
C -1.53 -3.04 -6.57
H -2.47 2.01 -4.94
H -2.08 4.24 -1.66
C 0.85 -3.48 -2.60
H 0.71 -5.38 -7.59
H 1.39 2.81 -3.71
H -4.78 -2.19 -0.78
H 1.80 -3.90 -2.87
N 1.57 2.32 0.99
Pb -0.46 0.27 -0.05
H 1.71 4.45 1.16
C 1.11 3.66 0.68
H 4.43 -1.41 0.77
C -1.55 -3.60 -2.47
H 0.94 -0.83 3.11
C -3.89 -2.58 -1.25
H -0.33 -0.21 -7.91
*
```

Mulliken population analysis, charges in e, atoms 1 to 99: C -0.5534; C -0.4331; C -0.2109; C -1.5453; C -0.1523; H 0.1547; Si 1.2475; H 0.4244; H 0.6267; C -0.3117; C -0.5142; N 1.1793; C -0.6026; C 0.0162; C -1.2025; H 0.7749; C -0.4200; C -1.0638; N -0.4445; N 0.2786; H 0.3804; C -0.1707; H 0.4121; H 0.3233; C -0.4824; N -0.6774; C -0.3103; C -0.0837; C -0.4854; H 0.3782; C -1.0347; N -0.0502; H 0.2698; N 1.1509; C -1.0067; C -0.6692; H 0.0812; C 0.0162; C -0.2524; H 0.1387; H 0.1912; H 0.3671; H 0.3499; C 0.0867; H 0.3647; C -1.0314; C -0.9618; C -0.0208; C -0.2262; C -0.2407; H 0.3694; Br -0.1853; H 0.3957; H 0.4290; C 0.1690; H 0.4043; N 1.4168; C -0.2547; C -0.6794; H 0.4343; C -0.5722; H 0.3967; C 0.2805; H 0.5889; C -0.6135; H -0.5373; H 0.4256; H 0.4037; C 0.2115; C -1.1454; H 0.1949; C -0.9987; H 0.4020; H 0.4795; C 0.1647; H 0.3829; C -0.8389; H 0.5655; H 0.5021; C 0.1531; H 0.3290; H 0.4385; C 0.3164; H 0.1102; O -0.4241; C -0.3055; H 0.3514; H 0.2186; C -1.9494; H 0.3950; H 0.3515; H 0.4089; H 0.5643; N 1.2477; Pb 0.0992; H 0.3237; C -1.1706; H 0.5676; C 0.3806

Entry 3:
# C46H44N10O16

A cluster of 8 separate species, C46H44N10O16 in total (ωB97M-V/def2-TZVPD, the Open Molecules 2025 dataset).

As for the SMILES: O=[N+]([O-])c1ccccc1.O=[N+]([O-])c1ccccc1.O=[N+]([O-])c1ccccc1.O=[N+]([O-])c1ccccc1.O=[N+]([O-])c1ccccc1.O=[N+]([O-])c1ccccc1.O=[N+]([O-])c1ccccc1.[H]/N=C/CN(CN)C(=O)O. For the LUMO energy, the calculation gives -0.022 Ha.

Geometry as ORCA input:
```
! RIJCOSX wB97M-V def2-TZVPD def2/J DEFGRID3
* xyz 0 1
H 3.40 -5.37 7.66
N -0.63 -6.17 2.26
C 2.31 8.13 -3.28
C 3.32 -5.96 4.32
H 0.20 -2.65 4.28
H -4.82 1.12 -3.97
H -3.90 -3.58 0.34
H 4.28 1.50 -0.51
C 0.97 -0.23 1.41
O 4.81 3.43 -1.85
C 2.89 6.97 -3.74
O -2.87 -2.07 3.44
C 0.11 -1.29 1.19
H 2.27 0.79 2.78
C 3.99 -3.97 6.15
C 3.03 8.94 -2.42
C 7.62 2.06 -0.20
O 2.62 5.09 -5.06
C 6.95 0.13 1.06
H -7.72 0.75 -1.32
O 2.06 1.59 0.52
H 7.20 -0.70 1.72
H -2.68 -0.18 -0.68
C 1.58 -0.03 2.64
O 4.88 -1.62 5.12
H 4.89 9.22 -1.38
C 0.34 0.89 -4.28
H -5.93 2.55 1.26
C -2.33 -4.74 1.23
H 4.87 -0.38 0.99
C -0.92 1.03 -4.84
H 4.59 5.66 -3.75
H 0.82 -0.08 -4.28
C -0.17 -2.16 2.23
H -1.65 -3.91 1.30
N 5.96 3.31 -1.51
C 3.18 -6.19 5.68
C 1.30 -0.91 3.67
N 1.27 0.69 0.31
C 3.80 -4.75 3.86
H -6.91 -1.37 -4.08
C -4.15 -0.26 1.89
N -6.22 -2.03 -3.75
H 3.05 -6.73 3.61
H -4.82 -1.06 -4.90
H -4.13 1.39 -2.40
C -6.19 1.05 -2.39
N -2.85 2.42 -5.40
C 0.36 3.23 -3.72
H 8.96 0.87 0.96
C 0.42 -1.97 3.47
O -3.41 1.42 -5.82
C 5.64 0.30 0.65
O 4.70 -2.32 3.10
H -4.08 1.30 4.91
H 2.81 -7.14 6.04
O -2.92 -0.80 5.17
H 2.60 9.86 -2.05
C -0.89 3.38 -4.29
H 1.77 -0.77 4.64
C 3.52 -5.19 6.59
C -4.08 -6.90 1.05
C 6.30 2.21 -0.60
C -4.88 0.68 1.18
C -2.82 -7.08 1.60
O 6.87 4.04 -1.88
N 2.11 6.11 -4.65
O 0.73 0.49 -0.75
H -5.45 -5.50 0.17
C -1.51 2.28 -4.83
H -6.58 2.02 -2.71
H -5.14 0.49 0.15
C -4.47 -5.64 0.60
H -0.84 -2.99 2.07
H 1.30 8.40 -3.57
O -0.31 -7.28 2.63
H 1.95 1.87 -3.27
H 0.85 4.08 -3.27
O 0.09 -5.19 2.35
H -2.50 -8.05 1.96
C -3.60 -4.56 0.68
C -3.89 -0.02 3.23
H -3.82 -1.17 1.42
C -3.97 -1.20 -1.73
O 0.98 6.46 -4.93
H -1.37 4.35 -4.30
H 3.90 -4.56 2.80
N -4.31 -0.61 -2.96
O -2.67 -0.89 -1.33
C -1.97 -5.99 1.68
C -5.04 2.06 3.15
C 0.98 1.98 -3.72
H -4.19 -2.40 -3.96
C -5.34 1.83 1.81
C 5.30 1.35 -0.19
H -6.41 -2.28 -2.79
H -1.43 0.18 -5.27
H -5.39 2.96 3.64
C 4.32 8.58 -2.05
C 4.88 7.40 -2.53
H -4.76 -7.73 0.98
H 5.88 7.12 -2.23
C 4.17 6.58 -3.38
C -4.88 -1.55 -3.93
C 4.12 -3.77 4.79
O -3.37 3.52 -5.38
N -6.84 0.31 -1.59
N -3.16 -1.04 4.00
C -4.83 0.74 -2.95
C 7.94 1.00 0.64
C -4.30 1.13 3.87
N 4.61 -2.47 4.30
H 8.38 2.74 -0.54
H 4.25 -3.19 6.84
H -0.34 -1.43 0.21
O -4.63 -1.99 -1.09
*
```

Mulliken population analysis, charges in e, atoms 1 to 99: H 0.3923; N 1.1058; C -0.3993; C -0.5123; H 0.5420; H 0.2873; H 0.5447; H 0.4982; C -0.2353; O -0.5678; C 0.2063; O -0.5544; C 0.1492; H 0.5361; C -0.4355; C -0.4382; C -0.4161; O -0.5844; C -0.5448; H 0.2226; O -0.6721; H 0.4267; H 0.2997; C -0.4137; O -0.6373; H 0.3815; C -0.5515; H 0.4477; C -0.0321; H 0.4914; C -0.1138; H 0.4311; H 0.4213; C -0.2664; H 1.1396; N 1.0934; C -0.4804; C -0.7875; N 1.1334; C -0.1572; H 0.2850; C -0.1428; N -0.5411; H 0.3944; H 0.3380; H 0.2534; C -0.5692; N 1.1004; C -0.4813; H 0.3713; C -0.9694; O -0.6323; C -0.4209; O -0.5770; H 0.4912; H 0.3969; O -0.6464; H 0.3720; C -0.5892; H 0.5322; C -0.4553; C -0.3277; C -0.0599; C -0.0376; C -0.5513; O -0.6388; N 1.0224; O -0.5406; H 0.4594; C 0.1855; H 0.4297; H 0.3208; C -0.7613; H -0.3128; H 0.4558; O -0.6418; H 0.4918; H 0.6138; O -0.5684; H 0.4705; C -0.3403; C -0.1829; H 0.3871; C -0.1208; O -0.6099; H 0.5051; H 0.4604; N 0.8663; O -0.2643; C -0.1925; C -0.4971; C -0.7517; H 0.3940; C -0.4885; C -0.2760; H 0.3018; H 0.4233; H 0.3872; C -0.4159

Entry 4:
# C46H44N5O3P2RhS2

A structure of composition C46H44N5O3P2RhS2 (ωB97M-V/def2-TZVPD, the Open Molecules 2025 dataset).

As for the expectation value of S²: 6.017. The calculation puts the energy above the lowest of the compared OMol25 structures with the same formula, charge and spin at 0.0 kJ/mol. For the LUMO energy (alpha / beta), the calculation gives 0.005 / -0.096 Ha.

Geometry as ORCA input:
```
! RIJCOSX wB97M-V def2-TZVPD def2/J DEFGRID3
* xyz 0 5
H -4.49 -0.66 1.47
H 2.09 0.12 -1.46
C 0.38 5.20 -2.43
C -2.46 0.35 -2.55
C 1.27 -0.13 3.94
O 4.76 -3.12 2.97
H 0.44 5.86 -3.30
C -6.42 1.93 0.43
C -0.98 0.45 -2.89
C -1.38 -3.21 -1.47
C -0.79 5.10 -1.71
P -2.09 0.90 1.57
C -3.79 1.35 1.15
C 3.14 3.69 3.83
C -3.37 -0.26 5.30
C 2.91 5.06 3.89
C -2.47 -3.41 -4.92
H -1.32 0.69 -4.98
C -5.46 2.93 0.41
C 1.42 3.61 -0.96
H -7.45 2.15 0.16
H -2.62 0.75 -1.53
C 0.23 3.50 -0.23
C -6.07 0.63 0.81
C -4.15 2.64 0.75
H 1.71 6.69 3.16
C 1.34 0.29 -2.23
C -1.71 3.24 3.01
N 2.68 -2.64 1.62
H 0.55 -5.69 -2.16
C 2.75 -1.97 5.46
C -0.01 0.30 -1.90
H -1.66 5.68 -2.00
H -4.00 0.14 6.09
H -3.40 3.42 0.74
C -4.72 0.53 -3.28
C 0.78 0.62 -4.54
H 0.69 0.58 3.36
H -1.36 4.25 2.86
C 1.09 4.82 2.33
H -1.30 2.87 3.95
H -3.85 2.77 -4.41
C -1.78 -1.28 3.28
S 3.33 -3.27 2.97
H -6.82 -0.15 0.82
H -3.72 1.41 4.01
C -2.38 -0.03 3.11
H -5.37 0.92 -4.07
H 2.80 0.47 -3.80
C -0.87 4.24 -0.62
C -3.19 0.47 4.14
N -1.31 2.39 1.88
H 0.32 5.28 1.72
H -2.22 2.69 -3.73
H 2.29 3.03 -0.67
C -0.57 0.60 -4.21
H 2.54 1.83 2.96
C 1.95 -1.58 1.87
H 2.19 -0.77 7.15
H 0.89 0.85 5.81
H -1.79 4.16 -0.06
H 3.53 5.69 4.51
H 1.08 0.75 -5.57
H 2.42 4.53 -2.62
C 1.89 -1.20 3.33
H -3.40 -2.88 -4.71
C -0.19 -4.91 -2.31
H -5.73 3.93 0.12
H -5.11 0.89 -2.31
H -1.49 -2.98 4.55
H -1.85 -2.77 -5.54
C 2.63 -2.09 4.09
N -0.46 -4.14 -1.26
C 1.74 0.47 -3.55
C -1.97 -2.01 4.44
H -1.15 -1.68 2.50
P 0.30 2.35 1.18
H -3.61 2.88 -2.65
O 2.77 -4.57 3.24
N -2.04 -2.95 -2.58
Rh -0.42 -0.06 0.17
C -2.76 -1.50 5.46
H -4.78 -0.56 -3.28
H -2.71 -0.71 -2.51
C -3.25 2.40 -3.58
N -3.35 0.95 -3.52
C 1.29 3.44 2.29
H -2.80 3.26 3.08
C 2.11 -0.90 6.07
H -0.59 -5.38 -4.38
S -1.68 -2.17 -0.07
C -1.76 -3.72 -3.63
C 2.33 2.89 3.03
H 3.95 3.25 4.39
O 1.38 -0.92 0.94
C -0.82 -4.74 -3.53
H 3.34 -2.68 6.03
C -4.76 0.35 1.17
H -2.69 -4.33 -5.47
C 1.50 4.46 -2.05
C 1.88 5.62 3.13
H -2.90 -2.06 6.37
C 1.38 0.02 5.32
*
```

Mulliken population analysis, charges in e, atoms 1 to 99: H 0.3954; H 0.6747; C -0.6255; C -0.2361; C 0.7887; O -0.6883; H 0.3862; C -0.6687; C 1.7989; C 0.2135; C -0.7417; P 0.7680; C 1.0636; C -0.7578; C -0.8024; C -0.5164; C -1.2704; H 0.5184; C -0.7119; C -0.6441; H 0.3769; H -0.2527; C 0.8360; C -0.6897; C -0.0697; H 0.4135; C -0.1373; C -1.0357; N -0.6657; H 0.4262; C -0.6784; C -0.6378; H 0.4487; H 0.4460; H -0.2826; C -0.7611; C -0.9585; H 1.2202; H 0.2524; C -0.4468; H 0.1621; H 0.4312; C -0.2123; S 1.2470; H 0.4428; H 0.3024; C 1.1317; H 0.4238; H 0.4322; C 0.1137; C -0.5553; N 0.4629; H 0.3929; H 0.3027; H 0.3441; C -0.3210; H 0.5536; C -0.8095; H 0.4284; H 0.4944; H -0.0182; H 0.3818; H 0.4296; H 0.4325; C 0.6449; H 0.2511; C -0.2702; H 0.4419; H 0.1421; H 0.4922; H 0.2535; C -0.1848; N -0.4738; C -0.6667; C -0.9156; H 0.0121; P 0.7495; H 0.1633; O -0.6816; N -0.2204; Rh -0.0265; C -0.5939; H 0.2128; H 0.1033; C -0.9084; N 0.0833; C 0.7992; H 0.4887; C -0.7366; H 0.4084; S -0.2634; C 0.9484; C -0.6812; H 0.4636; O -0.4647; C -0.7705; H 0.4441; C -0.8238; H 0.4539